{"formula": "C19H22N4OS", "method": "ωB97M-V/def2-TZVPD", "smiles": "CC(C)n1c(N2CCN(C(=O)c3cccs3)CC2)nc2ccccc21", "de_lowest_kj_mol": 96.0, "homo_energy_ev": -7.92, "orbital_gap_ha": 0.3163, "multiplicity": 1, "elements": ["C", "C", "C", "N", "C", "N", "C", "C", "N", "C", "O", "C", "C", "C", "C", "S", "C", "C", "N", "C", "C", "C", "C", "C", "C", "H", "H", "H", "H", "H", "H", "H", "H", "H", "H", "H", "H", "H", "H", "H", "H", "H", "H", "H", "H", "H", "H"], "positions_angstrom": [[-1.2469, 2.0977, -3.0111], [-1.4450, 2.4798, -1.5476], [-2.9169, 2.4494, -1.1281], [-0.6151, 1.7008, -0.6461], [-0.0661, 0.4450, -0.7441], [-0.3836, -0.4486, -1.7611], [0.6279, -1.4783, -1.9733], [0.3288, -2.7480, -1.1439], [-0.5059, -2.4039, -0.0220], [-0.0883, -2.1965, 1.2544], [-0.8586, -1.8367, 2.1262], [1.3183, -2.5328, 1.5729], [1.7170, -3.4517, 2.4991], [3.1187, -3.5144, 2.6477], [3.7594, -2.6285, 1.8434], [2.6690, -1.6919, 0.8968], [-1.8207, -1.9370, -0.4085], [-1.7039, -1.0565, -1.6693], [0.8209, 0.1950, 0.1800], [0.8702, 1.3066, 0.9758], [1.6201, 1.5659, 2.1149], [1.4458, 2.7895, 2.7275], [0.5543, 3.7367, 2.2257], [-0.2021, 3.4926, 1.0949], [-0.0343, 2.2661, 0.4748], [-1.7217, 2.8472, -3.6398], [-0.1867, 2.0652, -3.2491], [-1.6787, 1.1297, -3.2404], [-1.0906, 3.5128, -1.4287], [-3.0087, 2.6851, -0.0703], [-3.3656, 1.4745, -1.3007], [-3.4751, 3.1867, -1.6997], [1.5934, -1.0602, -1.6934], [0.6334, -1.7191, -3.0417], [-0.2207, -3.4779, -1.7503], [1.2503, -3.2139, -0.7992], [1.0237, -4.0662, 3.0449], [3.6170, -4.1842, 3.3259], [4.8135, -2.4507, 1.7613], [-2.4834, -2.7911, -0.5965], [-2.2148, -1.3683, 0.4376], [-2.4700, -0.2838, -1.6458], [-1.8415, -1.6520, -2.5764], [2.3031, 0.8280, 2.5028], [2.0086, 3.0228, 3.6192], [0.4475, 4.6824, 2.7364], [-0.8962, 4.2330, 0.7249]], "forces_ev_per_angstrom": [[0.02, 0.14, 0.17], [-0.40, 0.16, -0.37], [0.27, 0.09, 0.01], [0.13, -0.13, 0.20], [0.26, 0.05, 0.01], [0.04, 0.13, 0.00], [0.17, -0.13, -0.16], [0.12, 0.00, -0.14], [-0.22, -0.13, -0.21], [-0.29, -0.21, 0.16], [0.01, 0.05, 0.18], [0.51, 0.25, 0.09], [-0.28, 0.12, -0.27], [0.23, -0.01, 0.02], [-0.23, 0.13, -0.30], [0.44, -0.51, 0.55], [-0.19, 0.09, 0.16], [-0.15, -0.09, 0.04], [-0.25, -0.30, -0.31], [-0.37, 0.67, -0.17], [-0.04, -0.02, -0.07], [0.09, 0.04, 0.14], [-0.03, 0.13, 0.03], [-0.15, 0.11, -0.13], [0.42, -0.21, 0.54], [-0.06, 0.07, -0.03], [0.06, -0.02, -0.09], [-0.04, -0.06, -0.06], [-0.03, -0.20, -0.02], [-0.06, 0.03, 0.08], [-0.04, -0.07, -0.02], [-0.09, 0.06, -0.05], [-0.04, -0.08, -0.11], [0.08, -0.04, 0.06], [0.10, 0.01, 0.03], [-0.11, -0.04, -0.11], [-0.17, -0.06, 0.10], [0.11, -0.08, 0.12], [0.25, 0.01, 0.02], [-0.04, 0.10, 0.03], [0.00, -0.10, -0.15], [-0.02, -0.09, -0.10], [-0.06, 0.09, 0.01], [0.07, -0.09, 0.06], [0.04, 0.01, 0.07], [-0.01, 0.07, 0.03], [-0.06, 0.07, -0.02]]}


{"formula": "C19H22N6OS", "method": "ωB97M-V/def2-TZVPD", "smiles": "N#C[C@@H]1CCCN1C(=O)[C@@H]1CN(Cc2ccc(-c3csnn3)cc2)C[C@@H]1N", "de_lowest_kj_mol": 274.1, "homo_energy_ev": -8.27, "orbital_gap_ha": 0.3093, "multiplicity": 1, "elements": ["N", "C", "C", "C", "C", "C", "N", "C", "O", "C", "C", "N", "C", "C", "C", "C", "C", "C", "C", "S", "N", "N", "C", "C", "C", "C", "N", "H", "H", "H", "H", "H", "H", "H", "H", "H", "H", "H", "H", "H", "H", "H", "H", "H", "H", "H", "H", "H", "H"], "positions_angstrom": [[-4.8682, 4.0132, 1.4087], [-4.5469, 2.9284, 1.7741], [-3.9747, 1.6703, 2.2721], [-4.2239, 1.5398, 3.7514], [-3.0696, 2.2507, 4.4142], [-1.8937, 1.8325, 3.5873], [-2.5080, 1.5956, 2.2994], [-1.8124, 1.2467, 1.1538], [-2.3614, 1.1479, 0.0579], [-0.2823, 1.2600, 1.2181], [0.3826, 1.3738, -0.1346], [1.7648, 1.0870, 0.1728], [2.7548, 1.0399, -0.9420], [2.5581, -0.1182, -1.9123], [3.4450, -1.2204, -1.8720], [3.2417, -2.3270, -2.7034], [2.2061, -2.3593, -3.6571], [2.0084, -3.5445, -4.4754], [0.8568, -3.9034, -5.1030], [1.0162, -5.4841, -5.8305], [2.6307, -5.5420, -5.2904], [2.9883, -4.5049, -4.6425], [1.3624, -1.2511, -3.7294], [1.5710, -0.1357, -2.9002], [1.8016, 0.1162, 1.2903], [0.3314, 0.0008, 1.8049], [-0.2767, -1.2235, 1.2028], [-4.3815, 0.7963, 1.7166], [-4.1717, 0.4782, 4.0433], [-5.1938, 1.9676, 4.0217], [-2.9026, 1.9824, 5.4585], [-3.1575, 3.3516, 4.3413], [-1.4431, 0.9230, 3.9594], [-1.1755, 2.6850, 3.5562], [0.1044, 2.0971, 1.8388], [-0.0169, 0.6527, -0.8270], [0.2393, 2.3843, -0.6041], [3.7914, 1.0014, -0.5625], [2.7019, 2.0157, -1.4639], [4.2581, -1.1909, -1.1825], [3.8940, -3.1326, -2.6605], [-0.0656, -3.2904, -5.0673], [0.5236, -1.2660, -4.3976], [0.9283, 0.7181, -2.9362], [2.1908, -0.8929, 0.9233], [2.4998, 0.4606, 2.0335], [0.3040, -0.0101, 2.9116], [-0.2107, -1.1599, 0.1693], [0.1808, -2.0596, 1.5131]], "forces_ev_per_angstrom": [[0.99, -4.23, 1.46], [-0.48, 4.41, -1.83], [0.54, -1.32, 0.16], [-1.23, -0.30, 1.27], [0.03, 0.91, 0.69], [0.40, 0.89, -0.28], [0.62, -0.39, -2.31], [-0.14, 1.49, -0.99], [-0.01, -0.36, 1.22], [-0.44, 0.24, 0.75], [0.18, 0.91, -0.66], [0.89, 0.34, 0.16], [-0.66, 0.11, 0.35], [0.93, -0.65, -0.44], [-1.50, 0.10, -0.71], [-0.86, 1.77, -0.23], [0.54, 0.85, 1.09], [-0.39, -1.12, -0.82], [-1.35, -0.28, -0.33], [0.64, 2.06, 1.12], [0.15, 0.24, 0.06], [-0.13, -0.46, -0.03], [0.45, 0.41, 0.65], [0.05, -0.76, 0.44], [0.64, -0.78, -1.20], [1.34, -1.34, -0.79], [-0.77, 1.37, -0.17], [0.23, 0.79, 0.13], [-0.26, 0.29, -0.22], [0.09, -0.30, 0.14], [-0.33, 0.09, -0.01], [-0.24, -0.49, 0.12], [0.35, -0.16, 0.16], [-0.13, -0.88, -0.09], [-0.48, -0.31, -0.31], [-0.61, -0.34, -0.43], [0.22, -0.77, 0.45], [-0.54, -0.11, 0.24], [-0.22, -0.47, 0.12], [0.48, -0.18, 0.41], [1.13, -1.40, 0.13], [0.66, -0.82, -0.25], [-0.18, 0.21, -0.36], [-0.47, 0.30, -0.36], [-0.61, 0.97, 0.56], [0.34, 0.22, 0.52], [-0.16, -0.31, -0.64], [-0.03, -0.20, 1.02], [0.32, -0.22, 0.05]]}


{"formula": "C19H22N7S2Sn", "method": "ωB97M-V/def2-TZVPD", "homo_energy_ev": [-16.95, -17.59], "charge": 3, "orbital_gap_ha": [0.1956, 0.2135], "multiplicity": 1, "elements": ["Sn", "C", "C", "N", "C", "S", "N", "N", "C", "C", "C", "C", "C", "C", "C", "N", "H", "H", "H", "H", "H", "H", "H", "H", "H", "H", "H", "H", "H", "C", "N", "C", "C", "N", "C", "S", "C", "C", "C", "C", "C", "N", "H", "H", "H", "H", "H", "H", "H", "H", "H"], "positions_angstrom": [[-0.0108, -0.0168, -0.0125], [-3.0986, 5.0065, -1.6987], [-1.6415, 5.0021, -2.1230], [-0.7484, 4.4307, -1.1239], [-0.8541, 3.2304, -0.6024], [0.5113, 2.6072, 0.2988], [-1.9103, 2.4791, -0.8441], [-2.1746, 1.3179, -0.3775], [-3.2940, 0.7165, -0.1865], [-4.5923, 1.3972, -0.4199], [-3.2559, -0.6578, 0.3462], [-4.4056, -1.4423, 0.4405], [-4.3369, -2.6834, 1.0610], [-3.1266, -3.1050, 1.5869], [-2.0202, -2.2885, 1.4214], [-2.0775, -1.1140, 0.8073], [-3.7080, 5.3817, -2.5151], [-3.4269, 3.9871, -1.4825], [-3.2589, 5.6282, -0.8226], [-1.5364, 4.4213, -3.0466], [-1.3158, 6.0275, -2.3034], [0.0798, 4.9696, -0.8893], [-4.4597, 2.4770, -0.4230], [-4.9876, 1.1091, -1.3944], [-5.3253, 1.1334, 0.3371], [-5.3450, -1.1039, 0.0347], [-5.2186, -3.3020, 1.1427], [-3.0329, -4.0442, 2.1065], [-1.0473, -2.5693, 1.8033], [2.5077, -3.1727, -3.5206], [3.1269, -2.4663, -2.4331], [4.4539, -2.2013, -2.3098], [4.6456, -1.6041, -1.1003], [3.4266, -1.5314, -0.4702], [2.4982, -2.0517, -1.3166], [0.8281, -2.3005, -1.0404], [3.2624, -1.1685, 0.8892], [4.2343, -1.5848, 1.7918], [4.1210, -1.2097, 3.1200], [3.0456, -0.4176, 3.4974], [2.1035, -0.0839, 2.5410], [2.1905, -0.4563, 1.2585], [3.1694, -3.1756, -4.3854], [1.5580, -2.7059, -3.7838], [2.3048, -4.2073, -3.2282], [5.1780, -2.4651, -3.0597], [5.5437, -1.2103, -0.6678], [5.0534, -2.2054, 1.4671], [4.8574, -1.5363, 3.8369], [2.9353, -0.0843, 4.5164], [1.2361, 0.5128, 2.8040]], "forces_ev_per_angstrom": [[-0.15, 0.11, -0.10], [-0.06, -0.14, 0.10], [-0.75, 0.18, -0.51], [0.26, -0.06, 0.28], [0.93, -0.09, 0.74], [0.10, -0.85, 0.07], [-1.06, 0.26, -1.41], [1.07, -1.02, 0.69], [0.08, 0.55, -0.23], [-0.11, 0.35, 0.09], [-0.16, -0.50, 0.05], [0.37, 0.32, -0.06], [0.27, -0.05, 0.08], [-0.16, 0.11, -0.08], [0.21, -0.29, 0.18], [0.76, 0.31, -0.16], [-0.05, 0.11, -0.04], [-0.09, 0.25, -0.08], [-0.04, 0.08, 0.08], [0.13, 0.14, 0.08], [0.15, -0.20, -0.03], [-0.10, -0.23, 0.02], [-0.05, -0.06, 0.02], [-0.03, -0.10, -0.13], [-0.02, 0.00, 0.05], [-0.06, 0.14, -0.01], [-0.06, -0.02, 0.00], [0.03, -0.11, 0.05], [-0.01, -0.19, 0.01], [-0.62, -0.71, -0.80], [-0.16, 0.62, 1.08], [0.68, 0.32, 0.61], [0.40, -0.20, -0.58], [-0.37, -0.25, -0.85], [0.02, 0.04, 0.07], [-0.92, 0.49, 0.37], [0.06, -0.10, 0.73], [-0.25, 0.12, -0.23], [-0.25, 0.20, -0.10], [0.06, -0.11, -0.09], [-0.02, 0.09, 0.33], [-0.47, 0.14, -0.51], [-0.02, 0.10, 0.13], [0.14, 0.06, -0.01], [0.10, 0.13, -0.03], [-0.02, 0.03, -0.12], [0.13, 0.04, 0.10], [0.07, -0.06, -0.08], [0.08, 0.01, 0.10], [-0.09, 0.06, 0.09], [0.06, 0.00, 0.07]]}


{"formula": "C19H23BBrO9S2", "method": "ωB97M-V/def2-TZVPD", "de_lowest_kj_mol": 696.0, "homo_energy_ev": -5.06, "charge": -1, "orbital_gap_ha": 0.2267, "multiplicity": 1, "elements": ["C", "C", "O", "B", "O", "C", "C", "C", "C", "O", "O", "C", "C", "C", "C", "O", "C", "C", "C", "C", "O", "Br", "C", "O", "H", "H", "H", "H", "H", "H", "H", "H", "H", "H", "H", "C", "S", "O", "C", "H", "H", "H", "H", "H", "H", "C", "S", "O", "C", "H", "H", "H", "H", "H", "H"], "positions_angstrom": [[-1.1975, 1.7786, -1.4587], [-0.4294, 1.3136, -2.8078], [0.3399, 0.0971, -2.6345], [1.6131, 0.3420, -2.0021], [2.6308, 0.9789, -2.8400], [1.8400, -0.0724, -0.4510], [2.7432, 0.8029, 0.5014], [2.9675, 0.4944, 2.0066], [3.8547, 1.4453, 2.9279], [4.3545, 2.5344, 2.4526], [4.0302, 1.0953, 4.2505], [2.2900, -0.7467, 2.6606], [1.4001, -1.6244, 1.7409], [1.1657, -1.3195, 0.2094], [0.1922, -2.3189, -0.5943], [0.3725, -2.6922, -1.7764], [-1.0544, -2.8724, 0.2766], [-0.8422, -3.1433, 1.6684], [-2.1186, -3.6438, 2.5025], [-3.3145, -2.5876, 2.1894], [-3.2837, -1.3830, 2.5142], [-4.9970, -3.1979, 1.2691], [0.6151, -2.9056, 2.3304], [1.1041, -3.6778, 3.1996], [-1.3355, 2.9282, -1.4641], [-2.2455, 1.3016, -1.3782], [-0.6425, 1.4746, -0.4990], [0.2484, 2.1410, -3.2414], [-1.2568, 1.1199, -3.5938], [2.8407, 1.8227, -2.3637], [3.2536, 1.7293, 0.0830], [2.4514, -0.9487, 3.7821], [-2.0538, -3.0008, -0.2520], [-1.9054, -3.5277, 3.6209], [-2.4714, -4.6849, 2.2005], [6.9020, 6.0769, -0.2346], [5.3716, 5.4411, 0.4859], [4.2760, 6.3914, 0.1187], [5.8195, 5.7680, 2.2027], [6.8282, 6.0045, -1.3204], [7.0437, 7.1214, 0.0501], [7.7448, 5.4754, 0.1110], [6.0274, 6.8317, 2.3379], [6.6963, 5.1760, 2.4697], [4.9817, 5.4783, 2.8378], [-7.5941, -2.6466, -1.9345], [-7.7937, -4.4212, -1.6662], [-6.8284, -4.8240, -0.5989], [-7.0922, -4.9309, -3.2502], [-7.9374, -2.1222, -1.0420], [-6.5428, -2.4116, -2.1108], [-8.1974, -2.3370, -2.7898], [-6.0720, -4.5546, -3.3449], [-7.7114, -4.5480, -4.0634], [-7.0810, -6.0208, -3.2874]], "forces_ev_per_angstrom": [[-0.08, 0.14, 0.05], [-0.97, 0.61, -0.32], [1.04, 1.25, 1.14], [-0.27, -0.14, -1.22], [-1.93, 0.43, 2.44], [0.80, -1.10, 4.00], [-1.40, -2.64, 1.33], [-1.93, -1.93, -1.58], [1.87, 1.57, 4.30], [-1.70, -3.10, 0.08], [-1.39, 0.42, -5.85], [-0.54, 0.78, -3.94], [0.54, 1.47, -0.88], [1.30, 1.69, 1.72], [0.31, -0.51, -0.96], [-0.62, 1.38, 3.93], [2.07, 0.19, 2.57], [-0.86, 0.52, -3.00], [-0.09, 0.97, -0.42], [0.59, 3.98, 1.61], [0.14, -5.15, -1.28], [1.27, -0.16, 0.45], [1.14, -0.68, 0.79], [-2.17, 2.86, -2.96], [0.24, -1.88, 0.02], [1.68, 0.68, -0.28], [-0.61, 0.54, -1.54], [-1.02, -1.12, 0.83], [1.52, 0.12, 1.13], [0.38, -1.06, -0.61], [-0.71, -1.35, 0.76], [-0.27, 0.35, -2.10], [1.51, 0.01, 0.78], [-0.39, -0.40, -1.58], [0.66, 1.41, 0.59], [0.09, 0.20, -0.01], [-0.26, -0.12, 0.11], [0.41, -0.02, 0.06], [-0.01, 0.12, 0.09], [-0.09, -0.04, 0.09], [-0.06, -0.03, 0.02], [-0.09, -0.03, 0.01], [-0.02, 0.00, -0.15], [-0.12, -0.08, -0.05], [0.05, -0.17, -0.19], [0.09, 0.09, -0.02], [0.18, -0.03, 0.16], [-0.29, 0.15, -0.42], [0.12, -0.01, -0.07], [0.01, -0.14, -0.02], [-0.02, -0.09, 0.04], [-0.01, -0.07, 0.04], [-0.05, 0.01, 0.09], [-0.02, 0.00, 0.08], [-0.05, 0.09, 0.11]]}


> Which formula does entry 1 have?

C19H22N4OS